[1]
Molecular formula: C5H8N
Method: DFT, ωB97M-V with the def2-TZVPD basis set

Values from the calculation:
**HOMO energy (spin up / spin down)**: -13.15 / -13.15 eV
**Net charge**: +1
**Frontier orbital gap (spin up / spin down)**: 0.2897 / 0.2898 Ha
**Relative energy (zero: lowest compared OMol25 entry of this formula, charge and spin)**: 5.073 eV

Structure (XYZ):
```
14
C5H8N, DFT ωB97M-V with the def2-TZVPD basis set
C 3.03198 0.49286 -0.22838
C -0.14456 -1.18025 -0.12654
C -0.84356 -0.00258 -0.55397
C 0.81848 -0.27807 0.55523
C -1.94176 0.56578 0.22862
N 2.03295 0.02622 0.19028
H 4.04790 0.72495 -0.52911
H -0.75144 -1.94143 0.36860
H 0.41492 -1.85895 -0.91856
H -0.52374 0.60780 -1.53077
H 0.54093 0.59982 1.15385
H -1.91765 1.65696 0.26485
H -1.97175 0.38010 1.36563
H -2.79269 0.20678 -0.23970
```

natural (NBO) population analysis, charges in e, atoms 1 to 2: 0.3114 -0.4974

[2]
Molecular formula: C5H8N
Method: DFT, ωB97M-V with the def2-TZVPD basis set

Values from the calculation:
**HOMO energy**: -13.63 eV
**Net charge**: +1
**Frontier orbital gap**: 0.3545 Ha
**Relative energy (zero: lowest compared OMol25 entry of this formula, charge and spin)**: 5.254 eV

Structure (XYZ):
```
14
C5H8N, DFT ωB97M-V with the def2-TZVPD basis set
C 2.34987 0.89801 0.13222
C 2.18116 -0.38808 0.40671
C 1.36806 0.08012 -0.61959
C -0.89194 0.27855 -0.20910
C -1.31833 -1.13776 -0.17056
N -1.78934 1.20317 0.18080
H 2.88142 1.79658 0.33592
H 2.34218 -1.15618 1.06112
H 1.13983 -0.16985 -1.65175
H -0.64822 -1.82115 -0.86450
H -2.38370 -1.30130 -0.16054
H -1.02922 -1.51464 0.81106
H -2.64564 1.08581 0.60457
H -1.55611 2.14673 0.14362
```

natural (NBO) population analysis, charges in e, atoms 1 to 2: -0.0470 -0.1261

[3]
Molecular formula: C5H8N
Method: DFT, ωB97M-V with the def2-TZVPD basis set

Values from the calculation:
**Structure (SMILES)**: CC#[N+]/C=C\C
**HOMO energy**: -14.34 eV
**Net charge**: +1
**Frontier orbital gap**: 0.3489 Ha
**Relative energy (zero: lowest compared OMol25 entry of this formula, charge and spin)**: 2.504 eV

Structure (XYZ):
```
14
C5H8N, DFT ωB97M-V with the def2-TZVPD basis set
C -2.58868 0.21369 -0.78886
C -1.47200 -0.29833 -0.18225
N -0.52391 -0.92852 0.10185
C 0.70417 -1.23031 0.54755
C 1.81570 -0.49993 0.50181
C 1.83693 0.96749 0.28226
H -2.45942 0.60651 -1.89205
H -3.00546 1.11577 -0.22073
H -3.42572 -0.66031 -0.76711
H 0.79629 -2.35033 0.76491
H 2.69704 -0.96074 0.77289
H 0.88878 1.30787 -0.15607
H 2.78808 1.25915 -0.23675
H 1.94820 1.45797 1.27253
```

natural (NBO) population analysis, charges in e, atoms 1 to 2: -0.8081 0.6309

[4]
Molecular formula: C5H8N
Method: DFT, ωB97M-V with the def2-TZVPD basis set

Values from the calculation:
**Structure (SMILES)**: C[N+]1=C[C@H]2C[C@H]21
**HOMO energy**: -15.41 eV
**Net charge**: +1
**Frontier orbital gap**: 0.3989 Ha
**Relative energy (zero: lowest compared OMol25 entry of this formula, charge and spin)**: 4.307 eV

Structure (XYZ):
```
14
C5H8N, DFT ωB97M-V with the def2-TZVPD basis set
C -1.87562 -0.29433 -0.03617
N -0.57152 0.23448 -0.10007
C 0.12526 1.30549 0.03695
C 1.41275 0.78368 -0.33676
C 1.58612 -0.45556 0.57092
C 0.85058 -0.58829 -0.73276
H -2.05408 -1.07375 -0.92794
H -2.52238 0.49389 -0.03511
H -2.20513 -0.86302 0.93924
H -0.33696 2.17768 0.34608
H 2.11091 1.41700 -0.85289
H 2.63788 -0.94117 0.56071
H 1.11801 -0.69316 1.54358
H 0.74351 -1.19738 -1.59706
```

natural (NBO) population analysis, charges in e, atoms 1 to 2: -0.4473 -0.2408

[5]
Molecular formula: C5H8N
Method: DFT, ωB97M-V with the def2-TZVPD basis set

Values from the calculation:
**Structure (SMILES)**: CC1=[NH+][C@H]2C[C@@H]12
**HOMO energy**: -15.41 eV
**Net charge**: +1
**Frontier orbital gap**: 0.3656 Ha
**Relative energy (zero: lowest compared OMol25 entry of this formula, charge and spin)**: 4.012 eV

Structure (XYZ):
```
14
C5H8N, DFT ωB97M-V with the def2-TZVPD basis set
C 0.25587 2.13319 0.00534
C 0.56719 0.55494 -0.03804
N 1.32531 -0.59861 0.30694
C 0.37086 -1.51007 -0.32249
C -0.97137 -1.35574 0.37110
C -0.47377 -0.28509 -0.66584
H -0.31301 2.34457 -0.85396
H -0.27052 2.44746 0.78846
H 1.16606 2.72021 -0.12406
H 1.96316 -0.84576 1.07266
H 0.63434 -2.54639 -0.58004
H -1.20452 -1.09103 1.38524
H -1.78605 -1.99762 -0.04089
H -1.26356 0.02994 -1.30440
```

natural (NBO) population analysis, charges in e, atoms 1 to 2: -0.6299 0.5120

[6]
Molecular formula: C5H8N
Method: DFT, ωB97M-V with the def2-TZVPD basis set

Values from the calculation:
**Structure (SMILES)**: C=C=[N+](C)C=C
**HOMO energy**: -14.69 eV
**Net charge**: +1
**Frontier orbital gap**: 0.3513 Ha
**Relative energy (zero: lowest compared OMol25 entry of this formula, charge and spin)**: 3.792 eV

Structure (XYZ):
```
14
C5H8N, DFT ωB97M-V with the def2-TZVPD basis set
C 0.94449 1.27479 2.03963
C 0.28422 0.72715 1.02338
N -0.25048 -0.02171 0.14371
C -1.51820 0.24751 -0.57881
C 0.61895 -1.00669 -0.32072
C 0.66258 -1.28885 -1.63095
H 0.92973 1.14636 3.14040
H 1.54641 2.23271 1.98109
H -1.50314 1.16223 -1.11009
H -2.23065 0.38303 0.17484
H -1.82210 -0.48314 -1.23596
H 1.23425 -1.39090 0.56018
H 1.12372 -2.18886 -1.97723
H -0.01977 -0.79364 -2.20945
```

natural (NBO) population analysis, charges in e, atoms 1 to 2: -0.4490 0.4905

[7]
Molecular formula: C5H8N
Method: DFT, ωB97M-V with the def2-TZVPD basis set

Values from the calculation:
**HOMO energy**: -16.05 eV
**Net charge**: +1
**Frontier orbital gap**: 0.3212 Ha
**Relative energy (zero: lowest compared OMol25 entry of this formula, charge and spin)**: 3.788 eV

Structure (XYZ):
```
14
C5H8N, DFT ωB97M-V with the def2-TZVPD basis set
C 0.72480 0.06710 0.09592
C -1.49383 -0.60306 0.08482
C -1.34424 0.91861 0.06447
C -0.11656 -1.02383 0.07332
C 2.20066 0.14780 0.01168
N 0.02633 1.17337 0.08335
H -2.42397 -0.97971 0.68557
H -1.90585 -0.81162 -0.90888
H -1.84975 1.39272 -0.82174
H -2.05368 1.46679 0.63954
H 0.32831 -1.96922 -0.02002
H 2.66322 -0.51831 -0.88963
H 2.55217 -0.31190 0.83498
H 2.69239 1.05125 0.06661
```

natural (NBO) population analysis, charges in e, atoms 1 to 2: 0.1186 -0.5633

[8]
Molecular formula: C5H8N
Method: DFT, ωB97M-V with the def2-TZVPD basis set

Values from the calculation:
**HOMO energy (spin up / spin down)**: -13.23 / -13.24 eV
**Net charge**: +1
**Frontier orbital gap (spin up / spin down)**: 0.2801 / 0.3054 Ha
**Relative energy (zero: lowest compared OMol25 entry of this formula, charge and spin)**: 11.620 eV

Structure (XYZ):
```
14
C5H8N, DFT ωB97M-V with the def2-TZVPD basis set
C 0.48854 0.76108 1.13618
C 2.67960 -0.45894 -0.04585
C -0.18540 1.78461 0.17439
C -0.96361 -0.60540 -0.79188
C -0.49618 0.25393 0.18405
N -1.62249 -0.57458 0.59322
H 2.32006 -0.45413 -1.15326
H 3.80808 -0.52784 0.15479
H -0.74809 2.51959 0.58728
H 0.31369 2.14160 -0.67506
H -1.52810 -0.20006 -1.65883
H -0.52352 -1.48571 -1.03342
H -2.47069 -0.03324 0.73332
H -1.51597 -1.29076 1.22489
```

natural (NBO) population analysis, charges in e, atoms 1 to 2: 0.2391 -0.1119

[9]
Molecular formula: C5H8N
Method: DFT, ωB97M-V with the def2-TZVPD basis set

Values from the calculation:
**HOMO energy**: -14.00 eV
**Net charge**: +1
**Frontier orbital gap**: 0.3803 Ha
**Relative energy (zero: lowest compared OMol25 entry of this formula, charge and spin)**: 6.504 eV

Structure (XYZ):
```
14
C5H8N, DFT ωB97M-V with the def2-TZVPD basis set
C 2.32294 0.65170 0.05600
C 1.87139 -0.48220 -0.38829
C -0.18660 -0.89677 -0.15853
C -0.86750 0.08443 0.75375
C -0.91325 0.24669 -0.70888
N -2.16122 0.04746 0.00319
H 3.34642 0.81214 0.29714
H 1.70129 1.42584 0.47505
H 2.29934 -1.31784 -0.74302
H -0.13292 -2.01314 -0.21387
H -0.97283 0.43473 1.73712
H -0.78729 1.13834 -1.30489
H -2.59797 -0.91417 0.06124
H -2.92178 0.78279 0.13399
```

natural (NBO) population analysis, charges in e, atoms 1 to 2: -0.4268 -0.0389

[10]
Molecular formula: C5H8N
Method: DFT, ωB97M-V with the def2-TZVPD basis set

Values from the calculation:
**HOMO energy (spin up / spin down)**: -12.63 / -17.07 eV
**Net charge**: +1
**2S+1**: 3
**Expectation value of S²**: 2.02
**Frontier orbital gap (spin up / spin down)**: 0.2014 / 0.3631 Ha
**Relative energy (zero: lowest compared OMol25 entry of this formula, charge and spin)**: 5.356 eV

Structure (XYZ):
```
14
C5H8N, DFT ωB97M-V with the def2-TZVPD basis set
C 1.78813 -0.94293 0.48213
C 2.14777 0.44309 0.37422
C 0.87344 0.85678 -0.37423
C 0.26617 -0.53311 -0.80318
C -2.01170 -1.21169 0.40060
N 0.93183 -1.60142 0.03491
H 2.19870 0.94612 1.29574
H 3.04610 0.29754 -0.24976
H 0.29819 1.44852 0.28499
H 1.12528 1.46474 -1.32722
H 0.40073 -0.70818 -1.80905
H -1.73250 -2.33185 0.43579
H -2.47821 -0.76362 -0.50917
H -1.69555 -0.44445 1.01968
```

natural (NBO) population analysis, charges in e, atoms 1 to 2: 0.5214 -0.5193

[11]
Molecular formula: C5H8N2
Method: DFT, ωB97M-V with the def2-TZVPD basis set

Values from the calculation:
**HOMO energy**: -6.55 eV
**Frontier orbital gap**: 0.2616 Ha
**Relative energy (zero: lowest compared OMol25 entry of this formula, charge and spin)**: 5.644 eV

Structure (XYZ):
```
15
C5H8N2, DFT ωB97M-V with the def2-TZVPD basis set
C 0.66589 -0.51465 -1.30674
C 0.74471 0.51313 1.02965
C 0.05945 1.46986 0.06817
N -0.61298 0.22677 -0.45996
C -0.53337 -0.29988 0.95456
C -0.56530 -1.77406 0.94842
N -0.59480 -2.92405 0.81963
H 0.52576 -0.09426 -2.29290
H 1.70101 -0.33048 -0.96000
H 0.48946 -1.58851 -1.25953
H 1.13258 0.84845 1.97593
H 0.60561 1.96777 -0.74319
H -0.71090 2.17574 0.45245
H -1.59228 0.34687 -0.81802
H -1.41614 0.06068 1.53336
```

natural (NBO) population analysis, charges in e, atoms 1 to 2: -0.3839 -0.6278

[12]
Molecular formula: C5H8N2
Method: DFT, ωB97M-V with the def2-TZVPD basis set

Values from the calculation:
**Structure (SMILES)**: [H]/N=C1\CC=CN1C
**HOMO energy**: -7.83 eV
**Frontier orbital gap**: 0.3247 Ha
**Relative energy (zero: lowest compared OMol25 entry of this formula, charge and spin)**: 0.749 eV

Structure (XYZ):
```
15
C5H8N2, DFT ωB97M-V with the def2-TZVPD basis set
H -0.82943 -2.64083 -0.29478
N -0.10819 -2.07556 0.15089
C -0.28473 -0.84670 -0.14286
C -1.42464 -0.12433 -0.84370
C -0.90231 1.28111 -1.01388
C 0.21243 1.37938 -0.28124
N 0.57119 0.15269 0.28776
C 1.62475 -0.10789 1.23433
H -1.81989 -0.62344 -1.73318
H -2.20656 -0.15006 -0.07127
H -1.35712 2.06638 -1.60405
H 0.84373 2.24439 -0.10776
H 2.09009 -1.06170 0.97221
H 2.36498 0.69624 1.19169
H 1.22568 -0.18969 2.25584
```

natural (NBO) population analysis, charges in e, atoms 1 to 2: 0.3410 -0.7288

Result set for E: -6793.015, -6792.834, -6795.584, -6793.782, -6794.076, -6794.296, -6794.300, -6786.468, -6791.584, -6789.220, -8289.352, -8294.247 eV, one per record in the order listed.